1.
The following is a quantum chemistry calculation of C20H43BrN2O2Si2 as an isolated structure in a non-equilibrium geometry, from the Open Molecules 2025 dataset.

Summary:
- Max |F|: 2.252 eV Å⁻¹
- LUMO: 0.57 eV

Structure (XYZ):
```
70
Properties=species:S:1:pos:R:3:lowdin_charge:R:1
C 3.61 -1.50 -0.97 -0.105
O 4.40 -0.33 -1.15 -0.227
C 3.87 0.47 -2.21 -0.232
C 4.58 1.86 -2.14 -0.139
C 3.96 2.64 -0.91 -0.204
C 2.93 3.74 -1.32 -0.195
C 1.78 3.25 -2.27 -0.206
C 0.70 2.54 -1.40 -0.273
C -0.52 2.00 -2.25 -0.220
Si -1.30 0.53 -1.28 0.389
C -0.39 -1.02 -1.93 -0.151
C -3.14 0.39 -1.74 -0.286
C -3.91 -0.85 -1.16 -0.730
C -4.21 -1.96 -2.22 -0.168
Br -3.07 -1.72 0.40 0.683
O -0.97 0.85 0.38 -0.461
Si -2.00 1.99 1.12 0.547
H 2.61 -1.27 -0.55 0.084
H 4.12 -2.17 -0.25 0.086
H 3.52 -2.05 -1.94 0.097
H 2.78 0.63 -2.06 0.100
H 4.01 0.00 -3.21 0.126
H 5.68 1.76 -2.08 0.111
H 4.31 2.40 -3.07 0.105
H 3.46 1.90 -0.25 0.088
H 4.80 3.06 -0.33 0.105
H 2.46 4.10 -0.38 0.110
H 3.48 4.62 -1.73 0.109
H 1.36 4.14 -2.79 0.115
H 2.13 2.53 -3.04 0.093
H 1.19 1.71 -0.85 0.087
H 0.37 3.27 -0.62 0.099
H -0.11 1.67 -3.23 0.075
H -1.26 2.83 -2.41 0.079
H 0.67 -0.91 -1.64 0.005
H -0.41 -0.96 -3.04 0.045
H -0.86 -1.95 -1.55 0.007
H -3.17 0.28 -2.85 0.090
H -3.72 1.31 -1.52 0.059
H -4.90 -0.48 -0.81 0.080
H -4.55 -2.86 -1.66 0.024
H -3.32 -2.28 -2.80 0.076
H -5.07 -1.68 -2.86 0.087
H -2.97 2.59 0.20 -0.053
H -2.66 1.29 2.25 -0.064
H -1.14 3.04 1.71 -0.060
C -6.91 -4.61 3.31 -0.110
C -6.20 -3.26 3.19 -0.263
C -6.82 -2.36 2.11 -0.193
C -6.68 -2.92 0.77 -0.234
N -6.58 -3.37 -0.28 0.166
H -6.83 -5.18 2.38 0.073
H -6.46 -5.20 4.10 0.072
H -7.97 -4.48 3.54 0.076
H -5.14 -3.42 2.97 0.105
H -6.26 -2.75 4.15 0.109
H -6.32 -1.38 2.14 0.112
H -7.87 -2.18 2.33 0.121
C 5.44 -0.61 3.96 -0.110
C 4.71 -0.54 2.62 -0.260
C 5.14 0.65 1.76 -0.189
C 4.81 1.93 2.38 -0.246
N 4.55 2.93 2.87 0.147
H 5.22 0.26 4.57 0.072
H 5.12 -1.49 4.51 0.071
H 6.52 -0.67 3.81 0.076
H 3.63 -0.50 2.79 0.115
H 4.91 -1.46 2.06 0.099
H 4.65 0.59 0.79 0.072
H 6.22 0.60 1.57 0.130
```

---

2.
The following is a quantum chemistry calculation of C20H43CoN2OP3 as an isolated structure in a non-equilibrium geometry, from the Open Molecules 2025 dataset.

Summary:
- Charge: +3
- Relative energy (zero: lowest compared OMol25 entry of this formula, charge and spin): 0.0 kJ/mol
- 2S+1: 5
- Max |F|: 3.600 eV Å⁻¹
- LUMO (spin up / spin down): -7.75 / -12.05 eV

Structure (XYZ):
```
70
Properties=species:S:1:pos:R:3:lowdin_charge:R:1
Co 0.59 0.74 0.58 0.062
P 2.13 1.10 1.99 0.727
P -0.70 2.20 -0.15 0.719
P 1.85 -0.36 -0.76 0.750
H -1.48 -2.06 0.88 0.047
C -0.55 -2.66 0.84 -0.098
C 0.24 -2.93 1.89 -0.055
H -0.02 -2.69 2.94 0.050
C 1.70 1.33 3.74 -0.224
C 2.87 2.69 1.46 -0.211
C 3.46 -0.15 2.11 -0.222
C -2.16 1.28 -0.76 -0.223
C -1.42 3.37 1.04 -0.206
C 0.09 3.14 -1.50 -0.217
C 2.56 -2.02 -0.51 -0.214
C 3.21 0.69 -1.43 -0.209
C 1.00 -0.75 -2.30 -0.281
H -0.30 -3.03 -0.16 0.042
H 1.19 -3.45 1.73 0.064
H 1.40 0.37 4.19 0.057
H 0.87 2.04 3.84 0.048
H 2.57 1.73 4.27 0.073
H 2.08 3.44 1.37 0.046
H 3.37 2.58 0.49 0.035
H 3.59 3.00 2.22 0.071
H 3.03 -1.13 2.31 0.052
H 4.14 0.11 2.93 0.076
H 4.04 -0.21 1.18 0.034
H -2.71 1.93 -1.45 0.070
H -2.78 1.05 0.11 0.058
H -1.92 0.31 -1.24 0.030
H -1.91 4.19 0.51 0.072
H -0.65 3.78 1.71 0.054
H -2.16 2.85 1.68 0.046
H -0.57 3.95 -1.83 0.065
H 0.31 2.48 -2.34 0.040
H 1.04 3.56 -1.14 0.053
H 3.09 -2.35 -1.42 0.077
H 1.75 -2.73 -0.30 0.019
H 3.25 -2.05 0.32 0.036
H 3.66 0.22 -2.32 0.075
H 4.00 0.86 -0.69 0.039
H 2.80 1.67 -1.73 0.046
H 1.62 -1.29 -3.02 0.077
H 0.65 0.18 -2.77 0.039
H 0.13 -1.36 -2.06 0.028
C -1.77 -1.34 -4.29 -0.184
C -2.90 -1.10 -5.09 0.063
C -3.29 -2.06 -6.02 0.029
C -2.55 -3.25 -6.17 0.058
C -1.41 -3.48 -5.37 0.030
C -1.02 -2.52 -4.43 0.060
O -1.32 -0.39 -3.40 0.043
H -1.92 0.36 -3.27 0.120
H -3.43 -0.15 -5.01 0.145
H -4.19 -1.91 -6.63 0.146
H -2.84 -4.00 -6.92 0.155
H -0.83 -4.41 -5.46 0.148
H -0.12 -2.65 -3.84 0.118
C -2.50 1.31 4.84 0.010
N -1.89 0.13 4.17 -0.155
C -1.77 -1.12 4.97 0.008
C -1.32 0.23 3.00 -0.202
N -0.74 0.22 1.97 0.088
H -2.84 0.98 5.83 0.102
H -3.35 1.68 4.25 0.103
H -1.76 2.12 4.95 0.097
H -2.23 -1.96 4.42 0.106
H -0.70 -1.36 5.13 0.095
H -2.27 -0.95 5.92 0.102
```

---

3.
The following is a quantum chemistry calculation of C20H43Cr2N2O24S as an isolated structure in a non-equilibrium geometry, from the Open Molecules 2025 dataset.

Summary:
- Charge: +2
- 2S+1: 10
- Max |F|: 5.825 eV Å⁻¹
- LUMO (spin up / spin down): -5.97 / -8.85 eV

Structure (XYZ):
```
92
Properties=species:S:1:pos:R:3:lowdin_charge:R:1
Cr -22.53 6.52 5.27 0.942
Cr -18.28 9.17 6.73 1.029
S -20.58 8.07 6.26 0.285
O -19.26 7.55 6.30 -0.322
O -20.29 9.39 6.77 -0.338
O -21.27 8.15 4.94 -0.334
O -21.54 7.25 6.96 -0.320
C -24.86 5.52 7.84 -0.008
C -24.58 4.46 6.75 -0.445
C -25.82 3.59 6.53 -0.003
O -23.78 4.96 5.69 -0.051
H -25.32 4.97 8.66 0.104
H -25.56 6.27 7.48 0.080
H -23.91 5.95 8.13 0.084
H -23.98 3.75 7.32 0.186
H -26.54 4.36 6.23 0.082
H -26.08 3.00 7.41 0.108
H -25.56 2.84 5.78 0.099
C -20.65 11.53 4.36 0.018
O -21.02 12.91 4.04 0.040
C -20.24 13.57 3.26 -0.618
O -19.21 13.13 2.83 0.108
O -20.70 14.84 3.02 -0.008
C -22.08 15.33 3.18 -0.002
H -19.88 11.08 3.74 0.089
H -21.59 10.99 4.46 0.054
H -20.22 11.40 5.35 0.067
H -22.76 14.76 2.55 0.093
H -21.99 16.39 2.98 0.103
H -22.47 15.19 4.19 0.085
C -26.98 6.83 4.64 -0.038
O -26.42 7.99 4.07 0.045
C -25.22 8.50 4.45 -0.354
O -24.32 7.91 5.16 -0.005
O -25.01 9.73 3.79 0.009
C -23.79 10.44 3.90 -0.051
H -26.50 5.94 4.25 0.093
H -28.05 6.61 4.55 0.115
H -26.91 6.72 5.72 0.081
H -22.95 9.79 3.66 0.047
H -23.64 10.87 4.89 0.112
H -23.82 11.18 3.11 0.118
C -16.87 10.30 2.15 -0.015
O -16.43 9.19 2.83 0.063
C -16.93 8.84 3.97 -0.450
O -17.77 9.40 4.75 -0.015
O -16.49 7.59 4.28 -0.004
C -15.38 6.87 3.66 0.018
H -16.50 11.21 2.62 0.110
H -17.95 10.43 2.19 0.092
H -16.70 10.28 1.07 0.123
H -15.72 6.36 2.76 0.100
H -15.01 6.10 4.34 0.109
H -14.66 7.54 3.20 0.103
C -17.04 13.14 5.26 0.008
O -17.97 13.51 6.30 0.064
C -18.47 12.66 7.15 -0.538
O -18.32 11.43 6.93 -0.010
O -19.13 13.28 8.11 0.073
C -20.01 12.46 8.89 -0.009
H -16.66 13.97 4.67 0.116
H -17.46 12.50 4.48 0.062
H -16.20 12.58 5.69 0.104
H -20.78 13.11 9.30 0.117
H -19.56 11.97 9.76 0.106
H -20.44 11.69 8.26 0.074
C -23.75 4.35 1.64 0.001
O -23.13 5.51 1.08 -0.024
C -22.59 6.55 1.85 -0.400
O -22.71 6.67 3.08 0.029
O -21.76 7.25 1.03 0.055
C -21.32 8.51 1.41 -0.051
H -24.68 4.88 1.87 0.101
H -23.31 4.08 2.60 0.091
H -23.72 3.67 0.79 0.119
H -21.49 9.34 0.73 0.114
H -20.27 8.51 1.74 0.100
H -21.78 8.96 2.29 0.061
C -18.04 5.50 8.35 0.012
N -17.29 4.33 8.78 -0.415
O -16.89 4.32 9.93 0.092
O -17.23 3.29 8.03 0.038
H -17.80 5.52 7.29 0.091
H -17.66 6.38 8.85 0.095
H -19.11 5.44 8.59 0.110
C -21.62 9.16 9.36 0.011
N -22.60 9.13 10.47 -0.388
O -22.32 8.36 11.40 0.069
O -23.61 9.87 10.43 0.067
H -22.07 9.25 8.37 0.078
H -21.27 8.13 9.29 0.083
H -20.70 9.74 9.39 0.085
```

---

4.
The following is a quantum chemistry calculation of C20H43IrN2P3S as an isolated structure in a non-equilibrium geometry, from the Open Molecules 2025 dataset.

Summary:
- Charge: +4
- Relative energy (zero: lowest compared OMol25 entry of this formula, charge and spin): 0.0 kJ/mol
- 2S+1: 6
- Max |F|: 5.548 eV Å⁻¹
- LUMO (spin up / spin down): -11.16 / -15.05 eV

Structure (XYZ):
```
70
Properties=species:S:1:pos:R:3:lowdin_charge:R:1
Ir 0.11 -0.69 0.69 0.843
P -1.72 -1.54 -0.37 0.697
P 0.16 0.44 2.48 0.577
P 1.19 -2.57 1.11 0.595
H 1.25 1.87 -1.82 0.058
C 1.64 0.90 -2.12 -0.024
C 0.83 -0.13 -2.51 -0.060
H -0.25 -0.04 -2.72 0.040
C -2.75 -0.63 -1.57 -0.201
C -2.75 -1.66 1.15 -0.213
C -1.55 -3.20 -1.14 -0.191
C 1.67 1.41 2.60 -0.185
C -1.25 1.56 2.65 -0.208
C -0.01 -0.68 3.89 -0.202
C 1.74 -3.64 -0.27 -0.188
C 0.03 -3.60 2.03 -0.197
C 2.59 -2.38 2.20 -0.229
H 2.68 0.70 -1.81 -0.003
H 1.21 -1.16 -2.47 0.042
H -2.13 -0.17 -2.36 0.038
H -3.34 0.13 -1.03 0.069
H -3.43 -1.37 -2.03 0.086
H -2.77 -0.67 1.64 0.032
H -2.35 -2.43 1.83 0.043
H -3.76 -1.93 0.81 0.084
H -0.75 -3.18 -1.90 0.064
H -2.52 -3.41 -1.63 0.083
H -1.35 -3.98 -0.39 0.047
H 1.63 1.89 3.58 0.095
H 1.65 2.17 1.80 0.073
H 2.57 0.78 2.49 0.035
H -1.42 1.66 3.73 0.084
H -2.16 1.16 2.18 0.041
H -0.96 2.53 2.22 0.061
H -0.18 -0.02 4.74 0.084
H 0.90 -1.28 4.06 0.052
H -0.89 -1.34 3.77 0.060
H 2.80 -3.86 -0.14 0.064
H 1.61 -3.19 -1.28 0.047
H 1.17 -4.58 -0.23 0.078
H 0.64 -4.46 2.31 0.097
H -0.81 -3.92 1.41 0.038
H -0.30 -3.06 2.93 0.041
H 3.35 -3.08 1.88 0.071
H 2.27 -2.64 3.21 0.070
H 3.04 -1.38 2.19 0.000
C 5.37 -1.35 -0.68 -0.639
C 6.53 -1.55 0.13 -0.049
C 7.68 -2.05 -0.44 0.006
C 7.70 -2.52 -1.74 0.072
C 6.52 -2.48 -2.51 0.029
C 5.34 -1.96 -1.96 -0.042
S 4.18 -0.36 -0.08 1.056
H 1.23 -1.28 -0.27 -0.071
H 6.48 -1.23 1.18 0.134
H 8.59 -2.10 0.15 0.150
H 8.61 -2.92 -2.18 0.152
H 6.54 -2.84 -3.52 0.141
H 4.42 -1.94 -2.55 0.119
C -2.94 3.89 0.04 0.018
N -2.20 3.10 -0.95 -0.143
C -2.43 3.39 -2.38 0.035
C -1.42 2.14 -0.54 -0.226
N -0.64 1.30 -0.23 0.031
H -3.47 4.66 -0.50 0.109
H -2.25 4.34 0.76 0.104
H -3.62 3.25 0.61 0.107
H -1.50 3.59 -2.90 0.108
H -2.93 2.55 -2.87 0.100
H -3.07 4.27 -2.42 0.109
```

---

5.
The following is a quantum chemistry calculation of C20H43N2OP3Pd as an isolated structure in a non-equilibrium geometry, from the Open Molecules 2025 dataset.

Summary:
- Charge: +4
- 2S+1: 5
- Max |F|: 4.709 eV Å⁻¹
- LUMO (spin up / spin down): -11.57 / -16.77 eV

Structure (XYZ):
```
70
Properties=species:S:1:pos:R:3:lowdin_charge:R:1
Pd -0.80 1.14 0.45 0.642
P -1.66 -0.90 0.99 0.719
P 1.32 -0.01 1.91 0.865
P 1.70 -2.64 -3.09 0.919
H -0.52 3.26 0.97 0.063
C -1.02 3.06 0.00 -0.208
C -2.34 2.54 -0.09 -0.094
H -2.96 2.21 0.74 0.037
C -3.37 -0.62 1.52 -0.218
C -1.28 -2.37 2.03 -0.207
C -1.73 -1.62 -0.67 -0.215
C 3.00 0.73 2.07 -0.227
C 0.95 -0.27 3.71 -0.257
C 1.84 -1.76 1.46 -0.256
C 2.78 -3.15 -4.42 -0.181
C 1.33 -4.06 -2.06 -0.192
C 2.51 -1.31 -2.14 -0.181
H -0.57 3.47 -0.90 0.085
H -2.88 2.79 -0.99 0.098
H -3.83 0.17 0.91 0.052
H -3.37 -0.36 2.58 0.052
H -3.87 -1.58 1.37 0.083
H -1.04 -2.11 3.07 0.048
H -0.48 -3.00 1.60 0.050
H -2.21 -2.96 2.03 0.083
H -2.11 -0.88 -1.39 0.057
H -2.39 -2.49 -0.62 0.087
H -0.72 -1.92 -0.99 0.031
H 3.74 -0.04 2.35 0.079
H 2.95 1.51 2.84 0.060
H 3.26 1.17 1.10 0.056
H 1.61 -1.04 4.13 0.089
H -0.10 -0.54 3.86 0.009
H 1.13 0.69 4.21 0.048
H 2.94 -1.78 1.30 0.068
H 1.34 -2.05 0.51 -0.006
H 1.57 -2.48 2.26 0.068
H 3.50 -3.88 -4.03 0.080
H 3.29 -2.27 -4.81 0.069
H 2.15 -3.59 -5.19 0.084
H 0.50 -4.63 -2.50 0.080
H 1.04 -3.76 -1.04 0.030
H 2.21 -4.70 -2.01 0.079
H 3.42 -1.04 -2.70 0.077
H 2.75 -1.68 -1.14 0.028
H 1.85 -0.44 -2.10 0.025
C -0.16 0.28 -4.34 -0.366
C 0.07 1.32 -3.33 -0.019
C 1.30 1.95 -3.39 -0.097
C 2.15 1.80 -4.50 -0.021
C 1.63 1.20 -5.68 -0.022
C 0.40 0.59 -5.65 0.060
O -0.62 -0.90 -4.13 -0.047
H 0.49 -2.13 -3.68 0.044
H -0.68 1.54 -2.57 0.079
H 1.66 2.56 -2.54 0.118
H 3.17 2.17 -4.43 0.127
H 2.25 1.26 -6.58 0.135
H -0.03 0.10 -6.52 0.143
C -1.75 4.17 4.76 0.094
N -2.40 2.95 4.26 -0.014
C -3.54 2.39 5.01 0.091
C -1.81 2.21 3.36 -0.107
N -1.23 1.48 2.65 0.185
H -2.49 4.74 5.36 0.138
H -1.42 4.78 3.91 0.138
H -0.86 3.94 5.37 0.161
H -4.35 2.13 4.32 0.140
H -3.26 1.48 5.57 0.152
H -3.89 3.16 5.72 0.134
```

---

6.
The following is a quantum chemistry calculation of C20H43N2P3STl as an isolated structure in a non-equilibrium geometry, from the Open Molecules 2025 dataset.

Summary:
- Charge: +3
- Relative energy (zero: lowest compared OMol25 entry of this formula, charge and spin): 0.0 kJ/mol
- Max |F|: 3.392 eV Å⁻¹
- LUMO (spin up / spin down): -11.99 / -10.84 eV

Structure (XYZ):
```
70
Properties=species:S:1:pos:R:3:lowdin_charge:R:1
Tl 2.94 1.76 -1.43 0.864
P -1.79 -1.53 0.46 0.950
P 0.66 -1.04 -2.40 0.813
P -1.35 2.37 1.61 0.866
H 0.31 5.49 -5.52 0.051
C 0.52 6.06 -4.64 -0.036
C 1.70 5.97 -3.97 -0.059
H 2.49 5.32 -4.33 0.050
C -3.48 -1.76 -0.22 -0.233
C -1.20 -3.27 0.23 -0.243
C -2.25 -1.68 2.25 -0.243
C 1.72 -0.43 -3.78 -0.316
C 1.45 -2.70 -2.24 -0.271
C -0.81 -1.46 -3.45 -0.275
C -0.95 4.11 1.54 -0.233
C -0.70 1.62 3.08 -0.192
C -3.09 2.03 1.41 -0.188
H -0.21 6.81 -4.39 0.062
H 1.94 6.77 -3.23 0.085
H -3.96 -2.61 0.28 0.075
H -3.40 -1.93 -1.30 0.046
H -4.05 -0.83 -0.05 0.047
H -1.94 -3.95 0.68 0.077
H -0.22 -3.42 0.69 0.030
H -1.06 -3.48 -0.84 0.037
H -2.81 -2.60 2.40 0.074
H -2.82 -0.81 2.58 0.028
H -1.36 -1.71 2.88 0.020
H 2.09 -1.28 -4.37 0.075
H 2.59 0.12 -3.39 -0.057
H 1.16 0.24 -4.43 0.015
H 0.96 -3.43 -2.91 0.067
H 1.35 -3.03 -1.20 0.016
H 2.51 -2.62 -2.50 0.057
H -0.49 -2.09 -4.29 0.067
H -1.24 -0.53 -3.83 0.038
H -1.55 -2.00 -2.84 0.014
H -1.67 4.61 2.20 0.083
H -1.03 4.44 0.51 0.006
H 0.11 4.26 1.83 0.069
H -1.19 2.06 3.96 0.086
H 0.39 1.81 3.13 0.078
H -0.86 0.53 3.10 0.026
H -3.66 2.69 2.09 0.090
H -3.33 0.98 1.61 0.024
H -3.34 2.27 0.38 0.072
C 0.60 3.51 -2.59 -0.737
C -0.79 3.72 -2.77 -0.107
C -1.40 3.27 -3.93 -0.031
C -0.66 2.67 -4.96 -0.005
C 0.73 2.54 -4.82 -0.066
C 1.35 2.97 -3.66 -0.219
S 1.12 3.94 -1.01 0.665
H -0.73 1.91 0.43 0.034
H -1.32 4.28 -2.00 0.107
H -2.46 3.49 -4.06 0.128
H -1.16 2.31 -5.85 0.131
H 1.33 2.11 -5.62 0.137
H 2.44 2.91 -3.62 0.061
C 1.41 -2.64 4.78 -0.021
N 1.94 -2.67 3.42 -0.198
C 3.18 -3.41 3.18 -0.020
C 1.45 -1.88 2.48 -0.285
N 1.05 -1.16 1.62 0.119
H 1.87 -3.45 5.35 0.103
H 0.32 -2.76 4.76 0.086
H 1.63 -1.67 5.27 0.104
H 3.07 -4.14 2.37 0.098
H 3.98 -2.72 2.90 0.099
H 3.48 -3.90 4.11 0.102
```

---

Look up the max |F| of the fifth one.
4.709 eV Å⁻¹

---

Look up the max |F| of the first one.
2.252 eV Å⁻¹

---

Which formula does entry 3 have?
C20H43Cr2N2O24S

---

The highest max |F| belongs to which entry?
C20H43Cr2N2O24S